No. 1
{"formula": "C31H25N2O7SiV", "method": "ωB97M-V with the def2-TZVPD basis set", "species": ["V", "O", "C", "O", "C", "C", "N", "N", "C", "C", "O", "O", "H", "H", "H", "C", "C", "O", "C", "C", "C", "C", "C", "C", "O", "H", "H", "H", "H", "H", "H", "H", "O", "Si", "C", "C", "C", "C", "C", "C", "C", "C", "C", "C", "C", "C", "C", "C", "C", "C", "C", "C", "H", "H", "H", "H", "H", "H", "H", "H", "H", "H", "H", "H", "H", "H", "H"], "positions_angstrom": [[-0.17, -0.06, 0.40], [3.29, -2.39, -4.24], [2.37, -3.36, -4.26], [2.55, -4.39, -4.83], [1.07, -3.14, -3.54], [0.05, -4.05, -3.61], [-0.92, -3.62, -2.78], [-0.63, -2.49, -2.16], [0.59, -2.18, -2.62], [1.23, -0.98, -2.12], [2.27, -0.48, -2.34], [0.36, -0.29, -1.17], [3.05, -1.64, -3.68], [-0.02, -4.96, -4.19], [-1.80, -4.07, -2.59], [-3.54, 2.24, 1.08], [-2.11, 1.87, 1.19], [-1.76, 0.82, 0.52], [-1.16, 2.60, 1.95], [-1.57, 3.72, 2.70], [-0.66, 4.46, 3.42], [0.69, 4.09, 3.40], [1.14, 3.00, 2.66], [0.22, 2.26, 1.95], [0.67, 1.22, 1.20], [-4.06, 1.52, 0.45], [-3.63, 3.24, 0.65], [-4.00, 2.26, 2.07], [-2.61, 4.00, 2.72], [-0.98, 5.31, 4.00], [1.41, 4.67, 3.96], [2.18, 2.72, 2.64], [-0.21, -1.40, 1.32], [0.19, -3.17, 1.74], [-1.45, -3.98, 1.51], [-2.37, -3.60, 0.53], [-3.56, -4.31, 0.38], [-3.83, -5.40, 1.19], [-2.92, -5.78, 2.17], [-1.74, -5.07, 2.33], [1.48, -3.53, 0.48], [1.40, -4.72, -0.26], [2.42, -5.07, -1.13], [3.52, -4.24, -1.29], [3.61, -3.05, -0.57], [2.60, -2.71, 0.32], [0.78, -3.05, 3.46], [2.13, -3.24, 3.78], [2.55, -3.16, 5.10], [1.64, -2.90, 6.11], [0.29, -2.71, 5.81], [-0.14, -2.79, 4.50], [-2.17, -2.76, -0.12], [-4.28, -4.00, -0.37], [-4.75, -5.95, 1.07], [-3.13, -6.63, 2.80], [-1.04, -5.37, 3.11], [0.54, -5.38, -0.14], [2.36, -5.99, -1.69], [4.31, -4.51, -1.98], [4.47, -2.41, -0.69], [2.70, -1.80, 0.90], [2.85, -3.46, 3.00], [3.59, -3.32, 5.34], [1.97, -2.85, 7.14], [-0.42, -2.52, 6.60], [-1.19, -2.67, 4.27]], "total_charge": 2, "max_force_ev_per_a": 0.3, "gap_ev": 5.456, "multiplicity": 1, "e_tot_ev": -83418.6319}

***

No. 2
{"formula": "ClH2NO3S", "method": "ωB97M-V with the def2-TZVPD basis set", "species": ["N", "O", "O", "O", "S", "Cl", "H", "H"], "positions_angstrom": [[-0.84, 0.31, 1.16], [2.19, 0.14, -0.37], [0.07, -0.09, -1.57], [-1.31, 1.20, 0.28], [0.90, -0.48, -0.46], [1.00, -2.52, -0.56], [-0.45, 0.95, 1.86], [-1.57, 0.49, -0.35]], "total_charge": 0, "max_force_ev_per_a": 2.2, "gap_ev": [7.664, 8.751], "multiplicity": 1, "e_tot_ev": -31018.2577}

***

No. 3
{"formula": "C17H18FeN6O3S2", "method": "ωB97M-V with the def2-TZVPD basis set", "species": ["Fe", "N", "C", "N", "C", "N", "C", "C", "N", "C", "C", "N", "H", "H", "H", "H", "H", "O", "S", "O", "N", "C", "S", "C", "C", "C", "C", "C", "C", "H", "H", "H", "H", "C", "C", "C", "C", "O", "H", "H", "H", "H", "H", "H", "H", "H", "H"], "positions_angstrom": [[0.38, -0.66, -0.93], [3.14, 2.72, -0.18], [2.34, 2.17, -1.12], [1.62, 1.24, -0.56], [2.02, 1.24, 0.75], [2.94, 2.14, 1.01], [1.46, 0.32, 1.72], [1.86, 0.29, 3.05], [1.37, -0.57, 3.92], [0.45, -1.42, 3.46], [0.03, -1.40, 2.14], [0.53, -0.53, 1.26], [3.81, 3.46, -0.27], [2.31, 2.48, -2.15], [2.60, 1.00, 3.41], [0.05, -2.14, 4.16], [-0.73, -2.07, 1.77], [-5.41, 2.61, -3.07], [-4.33, 2.90, -2.17], [-3.80, 4.23, -2.13], [-3.09, 1.81, -2.40], [-2.90, 1.10, -1.34], [-1.72, -0.14, -1.28], [-3.79, 1.38, -0.18], [-3.78, 0.82, 1.08], [-4.72, 1.26, 2.00], [-5.65, 2.24, 1.66], [-5.65, 2.81, 0.40], [-4.71, 2.37, -0.50], [-3.05, 0.06, 1.33], [-4.73, 0.84, 3.00], [-6.38, 2.57, 2.40], [-6.37, 3.57, 0.12], [3.93, -1.55, -1.36], [2.78, -2.56, -1.47], [2.96, -3.40, -2.74], [2.78, -3.49, -0.25], [1.57, -1.88, -1.52], [4.90, -2.04, -1.34], [3.80, -0.97, -0.44], [3.88, -0.87, -2.21], [3.90, -3.95, -2.71], [2.96, -2.75, -3.62], [2.13, -4.10, -2.84], [3.70, -4.09, -0.20], [1.92, -4.17, -0.31], [2.69, -2.90, 0.67]], "total_charge": 0, "max_force_ev_per_a": 1.4, "gap_ev": [7.426, 7.571], "s_squared": 6.01, "multiplicity": 5, "e_tot_ev": -89061.9421}

***

No. 4
{"formula": "C24H22IIrN10O7P2S", "method": "ωB97M-V with the def2-TZVPD basis set", "species": ["Ir", "N", "C", "N", "C", "N", "C", "C", "N", "C", "C", "N", "H", "H", "H", "H", "H", "O", "P", "O", "O", "O", "P", "O", "O", "O", "H", "H", "S", "C", "N", "N", "C", "C", "C", "C", "C", "C", "N", "N", "C", "C", "C", "C", "C", "C", "H", "H", "H", "H", "H", "H", "H", "H", "H", "H", "H", "I", "C", "C", "C", "C", "N", "C", "H", "H", "H", "H"], "positions_angstrom": [[-0.08, 1.01, -0.51], [-0.75, 0.66, 3.53], [-0.86, 0.29, 2.27], [0.03, 0.97, 1.56], [0.65, 1.78, 2.47], [0.20, 1.60, 3.68], [1.67, 2.81, 2.18], [1.64, 4.02, 2.85], [2.53, 4.97, 2.61], [3.45, 4.70, 1.69], [3.48, 3.48, 1.02], [2.60, 2.53, 1.27], [-1.27, 0.34, 4.33], [-1.58, -0.42, 1.89], [0.87, 4.22, 3.59], [4.18, 5.47, 1.48], [4.24, 3.28, 0.27], [-4.41, 2.08, -0.12], [-3.05, 1.99, -0.92], [-3.24, 1.50, -2.29], [-2.07, 1.17, -0.04], [-2.47, 3.49, -0.85], [-1.17, 4.02, -0.04], [-1.58, 3.73, 1.50], [-0.91, 5.42, -0.30], [-0.03, 3.03, -0.36], [-4.38, 2.67, 0.64], [-1.76, 4.57, 1.94], [2.14, 0.77, -0.92], [2.20, -0.91, -0.67], [3.38, -1.51, -0.75], [3.57, -2.74, -0.39], [2.79, -3.52, 0.54], [2.38, -4.79, 0.17], [1.70, -5.57, 1.09], [1.43, -5.07, 2.36], [1.85, -3.79, 2.71], [2.54, -3.01, 1.80], [1.04, -1.66, -0.51], [-0.03, -1.02, -0.52], [-1.20, -1.85, -0.39], [-1.12, -3.00, 0.39], [-2.24, -3.80, 0.53], [-3.42, -3.47, -0.13], [-3.48, -2.32, -0.91], [-2.38, -1.49, -1.04], [4.51, -3.06, -0.59], [2.59, -5.16, -0.83], [1.38, -6.56, 0.82], [0.90, -5.69, 3.08], [1.66, -3.42, 3.71], [2.89, -2.02, 2.07], [-0.19, -3.24, 0.90], [-2.19, -4.69, 1.14], [-4.29, -4.10, -0.02], [-4.40, -2.06, -1.42], [-2.45, -0.60, -1.64], [-1.25, -1.53, -5.75], [-0.87, 0.21, -4.68], [-0.93, 1.46, -5.28], [-0.66, 2.57, -4.50], [-0.37, 2.41, -3.16], [-0.34, 1.20, -2.58], [-0.57, 0.12, -3.34], [-1.18, 1.57, -6.32], [-0.68, 3.57, -4.92], [-0.15, 3.25, -2.53], [-0.51, -0.84, -2.86]], "total_charge": 1, "max_force_ev_per_a": 0.1, "gap_ev": [6.620, 6.416], "s_squared": 0.80, "multiplicity": 2, "e_tot_ev": -94832.5308}